Entry 1:
Here is a 10-piece molecular cluster, C45H57BCl2F10O33 overall from the OMol25 dataset. Energies are from wB97M-V/def2-TZVPD.

For the total energy, the calculation gives -168048.494 eV. As for the SMILES: CC[C@@]1(F)OC(=O)[C@](C[C@@H]2CO2)([C@H](Cl)[C@H](C)Cl)[C@]1(CCCCCOC)B(O)O.O=C1OC[C@@H](F)O1.O=C1OC[C@@H](F)O1.O=C1OC[C@@H](F)O1.O=C1OC[C@@H](F)O1.O=C1OC[C@@H](F)O1.O=C1OC[C@@H](F)O1.O=C1OC[C@@H](F)O1.O=C1OC[C@@H](F)O1.O=C1OC[C@@H](F)O1. The orbital gap is 9.91 eV. As for the lowest unoccupied orbital energy: -0.0041 Ha. Its molecular weight is 1397.6 g mol⁻¹. Its largest force on an atom is 5.621 eV/Å.

ORCA input file:
```
! RIJCOSX wB97M-V def2-TZVPD def2/J DEFGRID3
* xyz 0 1
H -7.77 0.03 0.41
F 3.53 -6.97 -3.30
H 2.31 -5.26 -0.02
C 3.34 -3.85 1.78
O 8.97 -8.95 -8.15
O 0.77 1.43 4.25
F -3.46 10.25 -1.04
C -0.95 1.22 2.12
H 5.45 -2.16 1.80
O 6.72 -4.69 -3.43
H 6.75 -2.75 -2.69
H -8.31 -0.16 -3.73
H 2.61 -6.70 -5.06
H 2.36 -3.95 -1.30
O -2.56 8.11 1.49
O -4.50 6.99 1.78
C 4.13 -4.43 -5.37
H -10.05 1.97 -0.27
H 8.29 -8.98 -5.44
O -7.68 5.26 4.38
H 2.46 -2.14 5.28
H 3.48 -1.05 6.43
C 1.37 3.00 7.86
O 2.96 0.69 9.77
H 1.62 4.00 7.52
C 2.67 0.10 4.73
C -2.86 1.68 -8.51
F -0.73 2.98 8.91
C 0.81 2.54 0.67
C -1.34 4.18 -0.20
O -6.04 1.09 -4.76
H -2.15 2.38 -8.06
H 3.74 1.26 2.53
H 0.25 -2.43 0.65
C -2.37 1.66 4.37
H 1.65 -1.01 6.48
O -5.09 1.27 -8.75
C -7.40 0.15 -3.21
C 3.00 -4.49 -0.51
C -9.09 1.64 2.27
H 2.39 -4.45 1.99
H -5.94 5.30 3.27
C 2.54 -1.13 5.78
H -3.45 1.96 4.60
H 0.86 3.81 9.82
C -3.46 9.78 0.23
H 4.00 -3.11 3.74
Cl -3.45 2.69 2.05
F -7.35 -0.44 -1.99
O -7.63 4.99 6.63
C 8.41 -4.00 -2.08
C 4.78 -6.56 -5.25
F 6.35 -9.07 -5.95
H 3.84 -5.02 -1.09
O 3.48 -3.47 0.39
H 3.70 0.05 4.26
H -1.40 3.27 3.19
O -6.78 3.20 -4.44
H 2.54 -2.20 3.14
O -6.64 3.47 5.27
C -6.62 3.31 3.86
F 0.59 -0.86 4.13
C -3.88 7.86 1.24
H 4.22 -4.56 2.01
H 5.12 0.04 0.92
C 1.70 0.42 2.12
C 3.49 -6.37 -4.51
H -1.12 0.21 2.65
H 9.09 -3.40 -2.69
C 1.43 0.22 3.71
O 7.90 -10.44 -6.83
H -1.16 3.79 -1.25
H -3.75 10.58 0.92
B 1.13 -0.71 1.09
H -1.69 8.65 -0.30
O -7.94 1.74 1.55
C -6.85 4.70 3.38
H 3.84 -1.00 0.24
O 0.07 4.95 -0.31
H 6.32 -4.02 -1.53
O -7.41 1.55 -3.03
H 5.14 -1.08 3.22
C 6.96 -3.77 -2.37
C -4.16 2.33 -8.84
H 8.29 -7.26 -7.15
C -6.14 -0.09 -3.98
C -9.66 1.08 0.22
O -4.39 8.72 0.32
C 8.85 -10.26 -7.80
H -6.21 -0.97 -4.62
O 0.63 -2.00 1.46
H 4.76 -7.44 -5.89
C 1.12 2.42 3.24
H 7.08 -8.12 -8.13
H -1.92 5.15 -0.07
F -10.12 -0.03 -0.41
H 2.69 1.03 5.41
C 0.58 1.62 1.94
H -1.45 9.81 1.02
C -1.87 2.27 2.95
H -2.39 1.22 -9.38
H 0.85 2.47 7.05
O 7.70 -6.64 -4.01
H 5.64 -6.64 -4.58
Cl -1.84 0.97 0.49
O 4.07 -3.28 -5.69
C 4.61 -1.55 2.30
C -0.04 4.01 0.85
O 4.88 -5.37 -6.01
C 4.14 -0.49 1.22
C 7.94 -8.25 -7.47
O -3.25 0.67 -7.59
F -4.17 2.80 -10.11
O 2.55 2.27 8.21
H 0.51 2.11 -0.33
O -5.18 -0.46 -7.29
C 3.20 0.71 1.68
H -4.46 3.13 -8.15
F -7.54 4.71 2.21
H 1.94 -0.88 -0.75
C -2.16 9.12 0.57
C 7.65 -9.15 -6.31
H -1.72 2.15 5.17
F 8.68 -3.79 -0.77
H -2.25 0.54 4.44
H 1.86 3.00 0.59
H -0.16 4.45 1.95
H -7.42 2.62 3.57
C 2.23 1.50 9.28
C 0.61 2.99 9.14
C -6.74 2.06 -4.11
H -7.67 1.54 -0.51
O 8.59 -5.37 -2.37
C -8.17 1.05 0.33
H 3.28 1.46 0.80
H -5.26 -0.18 -3.34
C 7.67 -5.66 -3.33
O 1.71 3.49 3.36
O -9.21 2.04 3.40
O 9.49 -11.15 -8.27
H -5.67 2.91 3.52
O 0.97 1.76 9.73
C 3.54 -2.61 2.80
O -10.08 1.04 1.56
C -7.34 4.61 5.53
O 1.16 -0.43 -0.34
C -4.56 0.41 -7.83
O 3.44 -4.97 -4.32
*
```

Here are the Löwdin charges for atoms 1 to 99, given in e: atom 1 (H): 0.145, atom 2 (F): 0.074, atom 3 (H): 0.099, atom 4 (C): -0.207, atom 5 (O): 0.078, atom 6 (O): -0.009, atom 7 (F): 0.078, atom 8 (C): -0.480, atom 9 (H): 0.122, atom 10 (O): 0.070, atom 11 (H): 0.151, atom 12 (H): 0.181, atom 13 (H): 0.177, atom 14 (H): 0.100, atom 15 (O): 0.071, atom 16 (O): 0.167, atom 17 (C): -0.545, atom 18 (H): 0.181, atom 19 (H): 0.171, atom 20 (O): 0.141, atom 21 (H): 0.057, atom 22 (H): 0.095, atom 23 (C): -0.068, atom 24 (O): 0.171, atom 25 (H): 0.146, atom 26 (C): -0.105, atom 27 (C): -0.067, atom 28 (F): 0.079, atom 29 (C): -0.069, atom 30 (C): -0.037, atom 31 (O): 0.070, atom 32 (H): 0.144, atom 33 (H): 0.136, atom 34 (H): 0.127, atom 35 (C): -0.105, atom 36 (H): 0.081, atom 37 (O): 0.144, atom 38 (C): -0.310, atom 39 (C): -0.107, atom 40 (C): -0.510, atom 41 (H): 0.124, atom 42 (H): 0.161, atom 43 (C): -0.084, atom 44 (H): 0.067, atom 45 (H): 0.176, atom 46 (C): -0.324, atom 47 (H): 0.122, atom 48 (Cl): 0.546, atom 49 (F): 0.069, atom 50 (O): 0.160, atom 51 (C): -0.314, atom 52 (C): -0.076, atom 53 (F): 0.064, atom 54 (H): 0.087, atom 55 (O): -0.251, atom 56 (H): 0.086, atom 57 (H): 0.089, atom 58 (O): 0.177, atom 59 (H): 0.081, atom 60 (O): 0.080, atom 61 (C): -0.087, atom 62 (F): 0.017, atom 63 (C): -0.532, atom 64 (H): 0.130, atom 65 (H): 0.127, atom 66 (C): -0.105, atom 67 (C): -0.310, atom 68 (H): 0.115, atom 69 (H): 0.179, atom 70 (C): -0.302, atom 71 (O): 0.142, atom 72 (H): 0.114, atom 73 (H): 0.177, atom 74 (B): -0.545, atom 75 (H): 0.148, atom 76 (O): 0.063, atom 77 (C): -0.309, atom 78 (H): 0.110, atom 79 (O): -0.215, atom 80 (H): 0.144, atom 81 (O): 0.122, atom 82 (H): 0.116, atom 83 (C): -0.047, atom 84 (C): -0.321, atom 85 (H): 0.143, atom 86 (C): -0.061, atom 87 (C): -0.311, atom 88 (O): 0.144, atom 89 (C): -0.533, atom 90 (H): 0.143, atom 91 (O): 0.128, atom 92 (H): 0.131, atom 93 (C): -0.314, atom 94 (H): 0.149, atom 95 (H): 0.095, atom 96 (F): 0.077, atom 97 (H): 0.126, atom 98 (C): -0.253, atom 99 (H): 0.143

---

Entry 2:
Here is CHCoF3NO3S as an isolated structure from the OMol25 dataset. Energies are from wB97M-V/def2-TZVPD.

The value obtained for the energy above the lowest of the compared OMol25 structures with the same formula, charge and spin is 0.0 kcal/mol. For the total energy, the calculation gives -65295.436 eV. The orbital gap (alpha / beta) is 10.00 / 8.97 eV. Its expectation value of S² is 6.011. As for the lowest unoccupied orbital energy (alpha / beta): 0.0090 / -0.0538 Ha. Its molecular weight is 223.0 g mol⁻¹. Its largest force on an atom is 2.161 eV/Å.

ORCA input file:
```
! RIJCOSX wB97M-V def2-TZVPD def2/J DEFGRID3
* xyz 0 5
N -0.20 -1.13 1.27
O 0.03 -0.50 -1.27
F -0.12 2.01 -0.14
F 2.03 1.86 -0.11
Co -1.78 -1.16 -1.11
O 2.15 -0.95 0.06
O -1.36 -1.40 0.80
C 0.91 1.39 0.40
H -3.34 -1.23 -1.61
F 0.90 1.54 1.70
S 0.79 -0.44 0.01
*
```

So, what does the Löwdin scheme give us? The charges, in e, come out as: atom 1 (N): -0.170, atom 2 (O): -0.437, atom 3 (F): 0.163, atom 4 (F): 0.172, atom 5 (Co): 0.717, atom 6 (O): -0.263, atom 7 (O): -0.331, atom 8 (C): -0.709, atom 9 (H): -0.111, atom 10 (F): 0.169, atom 11 (S): 0.801

---

Entry 3:
Here is H2INS as an isolated structure from the OMol25 dataset. Energies are from wB97M-V/def2-TZVPD.

The value obtained for the energy above the lowest of the compared OMol25 structures with the same formula, charge and spin is 119.1 kcal/mol. For the total energy, the calculation gives -20453.110 eV. The orbital gap (alpha / beta) is 7.77 / 8.15 eV. As for the lowest unoccupied orbital energy (alpha / beta): -0.0566 / -0.0268 Ha. Its molecular weight is 175.0 g mol⁻¹. Its largest force on an atom is 1.645 eV/Å.

ORCA input file:
```
! RIJCOSX wB97M-V def2-TZVPD def2/J DEFGRID3
* xyz 0 1
S 1.38 0.41 -0.45
H 1.26 -0.87 -0.19
H -1.84 0.50 -0.20
N 0.23 1.13 0.35
I -0.06 0.92 2.34
*
```

So, what does the Löwdin scheme give us? The charges, in e, come out as: atom 1 (S): 0.594, atom 2 (H): -0.166, atom 3 (H): 0.102, atom 4 (N): -1.167, atom 5 (I): 0.637

---

Entry 4:
Here is C12H27KN3OTa as an isolated structure from the OMol25 dataset. Energies are from wB97M-V/def2-TZVPD.

For the total energy, the calculation gives -37259.088 eV. The orbital gap (alpha / beta) is 4.85 / 4.85 eV. As for the lowest unoccupied orbital energy (alpha / beta): -0.3880 / -0.3880 Ha. Its molecular weight is 449.4 g mol⁻¹. Its largest force on an atom is 9.570 eV/Å.

ORCA input file:
```
! RIJCOSX wB97M-V def2-TZVPD def2/J DEFGRID3
* xyz 2 1
H 1.58 0.14 -1.98
H -1.05 2.70 -2.11
H 1.82 -3.09 1.02
C 1.12 -2.47 0.42
H 3.82 1.25 -0.32
C 3.83 -1.48 0.15
K 1.36 1.27 3.59
H 3.96 -1.55 1.24
C -2.53 -1.34 -0.42
H 3.24 0.86 1.33
C -0.78 1.78 -1.56
C -2.05 0.99 -1.19
H 2.07 -1.57 -2.07
H 3.69 -2.50 -0.25
H -2.47 2.30 0.51
H -2.93 1.43 -3.13
N -0.07 1.55 1.71
H -3.87 1.31 -0.01
H 4.75 -1.07 -0.29
C 2.38 -0.57 -1.72
H -3.38 2.73 -0.97
H -2.34 -0.37 3.15
N 1.41 -1.03 0.52
C -1.34 -0.85 3.10
H 0.11 -2.67 0.84
H 3.30 -0.29 -2.27
H -2.23 -2.08 0.35
H -3.71 0.06 -2.31
C -0.36 2.70 2.32
N -1.65 -0.18 -0.35
C 2.63 -0.57 -0.19
C -2.74 0.55 -2.49
H -3.59 -1.09 -0.21
C 2.96 0.86 0.25
H -0.23 2.07 -0.65
Ta -0.31 -0.24 1.18
H -2.10 -0.15 -3.07
H 1.11 -2.84 -0.62
H -0.74 -0.53 3.97
H -0.13 1.17 -2.20
C -3.00 1.89 -0.36
H -2.49 -1.86 -1.40
H 2.10 1.53 0.11
O 0.31 3.22 3.26
H -1.46 -1.95 3.12
*
```

So, what does the Löwdin scheme give us? The charges, in e, come out as: atom 1 (H): 0.060, atom 2 (H): 0.112, atom 3 (H): 0.109, atom 4 (C): -0.134, atom 5 (H): 0.114, atom 6 (C): -0.032, atom 7 (K): 0.975, atom 8 (H): 0.097, atom 9 (C): -0.128, atom 10 (H): 0.070, atom 11 (C): -0.050, atom 12 (C): -0.633, atom 13 (H): 0.089, atom 14 (H): 0.094, atom 15 (H): 0.051, atom 16 (H): 0.108, atom 17 (N): -0.254, atom 18 (H): 0.094, atom 19 (H): 0.108, atom 20 (C): -0.017, atom 21 (H): 0.109, atom 22 (H): 0.029, atom 23 (N): -0.272, atom 24 (C): -0.238, atom 25 (H): 0.060, atom 26 (H): 0.111, atom 27 (H): 0.068, atom 28 (H): 0.094, atom 29 (C): -0.092, atom 30 (N): -0.247, atom 31 (C): -0.635, atom 32 (C): -0.038, atom 33 (H): 0.110, atom 34 (C): -0.051, atom 35 (H): 0.038, atom 36 (Ta): 1.728, atom 37 (H): 0.101, atom 38 (H): 0.110, atom 39 (H): -0.019, atom 40 (H): 0.075, atom 41 (C): -0.031, atom 42 (H): 0.107, atom 43 (H): 0.060, atom 44 (O): -0.028, atom 45 (H): 0.019

---

Entry 5:
Here is one molecule with the formula C6H12O from the OMol25 dataset. Energies are from wB97M-V/def2-TZVPD.

The value obtained for the energy above the lowest of the compared OMol25 structures with the same formula, charge and spin is 12.7 kcal/mol. For the total energy, the calculation gives -8463.803 eV. As for the SMILES: C[C@H]1CO[C@@H](C)C1. The orbital gap is 10.68 eV. As for the lowest unoccupied orbital energy: 0.0409 Ha. Its molecular weight is 100.2 g mol⁻¹. Its largest force on an atom is 0.688 eV/Å.

ORCA input file:
```
! RIJCOSX wB97M-V def2-TZVPD def2/J DEFGRID3
* xyz 0 1
H 0.19 0.55 1.95
C 1.38 -0.41 0.37
H -2.25 0.99 -0.87
H -1.01 -1.88 -1.15
C -1.10 -0.30 0.46
H -3.24 -0.08 0.14
C -2.34 0.55 0.13
H 2.96 1.04 0.02
H 0.16 1.39 0.36
H -1.36 -1.03 1.23
H 1.98 -0.82 1.20
O 0.77 -1.47 -0.33
H 3.01 -0.34 -1.09
H -0.40 -0.25 -1.55
H 1.76 0.91 -1.29
C -0.50 -1.01 -0.75
C 2.34 0.34 -0.55
H -2.52 1.38 0.83
C 0.17 0.43 0.88
*
```

So, what does the Löwdin scheme give us? The charges, in e, come out as: atom 1 (H): 0.113, atom 2 (C): -0.378, atom 3 (H): 0.076, atom 4 (H): 0.129, atom 5 (C): -0.345, atom 6 (H): 0.076, atom 7 (C): -0.063, atom 8 (H): 0.080, atom 9 (H): 0.115, atom 10 (H): 0.141, atom 11 (H): 0.143, atom 12 (O): -0.108, atom 13 (H): 0.083, atom 14 (H): 0.127, atom 15 (H): 0.075, atom 16 (C): -0.187, atom 17 (C): -0.047, atom 18 (H): 0.077, atom 19 (C): -0.109